93
Properties=species:S:1:pos:R:3:forces:R:3 method="wB97M-V/def2-TZVPD" total_charge=-1 gap_ev=4.3 homo_energy_ev=-5.27 de_lowest_kj_mol=371.4
C 28.659000 35.938000 11.904000 -1.68 -2.05 2.57
C 28.091000 36.641000 10.725000 -1.87 0.37 1.32
O 26.942000 36.474000 10.386000 1.89 1.01 -0.56
N 29.069000 37.616000 10.012000 -2.80 2.59 4.70
H 29.937000 38.005000 10.555000 -0.08 -1.01 -0.54
H 29.298000 37.097000 9.287000 2.60 -3.65 -5.36
C 28.366000 38.811000 9.538000 -1.04 1.02 0.68
H 28.144000 34.860000 12.020000 1.29 2.49 -0.58
H 28.534000 36.340000 13.043000 0.22 -0.12 -3.10
H 29.674000 35.859000 11.651000 1.81 -0.51 0.36
H 28.345000 39.401000 10.450000 -0.88 0.44 -0.02
H 27.366000 38.672000 9.063000 0.89 -0.37 0.70
H 28.956000 39.411000 8.885000 0.83 -0.18 -0.79
N 32.381000 37.884000 10.507000 -1.09 -0.23 -1.14
O 31.519000 38.756000 10.803000 -1.96 1.24 0.82
O 33.512000 38.235000 10.359000 2.65 0.40 0.35
O 31.985000 36.765000 10.232000 -0.46 -1.66 0.23
N 29.843000 35.911000 7.158000 4.52 1.42 1.42
O 29.160000 35.462000 8.113000 -1.47 0.64 0.21
O 30.300000 35.185000 6.316000 -1.05 -2.16 -2.08
O 30.439000 37.049000 7.230000 -2.59 0.23 0.83
C 31.145000 40.533000 6.529000 -0.26 3.76 -1.78
C 32.574000 40.374000 7.157000 -5.61 1.15 3.60
C 32.723000 41.483000 8.218000 0.42 -4.61 5.68
O 32.535000 39.081000 7.687000 0.40 -0.14 3.69
H 31.252000 40.146000 5.496000 -1.04 -0.84 0.81
H 31.047000 41.690000 6.182000 0.12 -1.94 0.98
H 30.138000 40.366000 7.125000 2.62 -0.38 -1.22
H 33.279000 40.653000 6.472000 2.18 -0.55 -2.21
H 33.010000 42.387000 7.894000 -0.07 3.63 -1.56
H 33.667000 41.268000 8.878000 -1.19 -0.22 -1.16
H 31.939000 41.434000 9.164000 1.32 0.45 -2.86
H 32.222000 39.144000 8.729000 1.26 0.01 -4.11
C 26.617000 39.967000 3.857000 1.91 -2.74 -0.98
C 26.988000 39.806000 5.303000 2.45 -4.38 -1.40
C 27.178000 38.237000 5.612000 -3.32 4.67 3.14
O 28.236000 40.405000 5.516000 -0.18 3.48 0.87
H 25.603000 39.819000 3.673000 -1.88 -0.38 -0.34
H 27.229000 39.235000 3.140000 -1.21 1.46 1.74
H 26.880000 40.924000 3.580000 0.44 2.29 -0.88
H 26.339000 40.218000 5.981000 -2.23 0.84 1.43
H 26.253000 37.779000 5.463000 -1.05 -1.42 -1.05
H 27.361000 38.074000 6.672000 -0.67 0.66 0.98
H 28.061000 37.854000 5.432000 4.28 -2.09 -3.03
H 27.969000 41.387000 5.682000 1.37 -2.43 -0.46
C 28.203000 31.262000 13.719000 2.69 2.16 0.08
C 27.155000 32.365000 13.952000 0.54 -0.44 2.16
C 27.612000 33.212000 15.181000 -1.73 1.11 0.46
O 27.032000 33.203000 12.875000 0.13 6.83 7.73
H 27.923000 30.299000 13.439000 -0.91 -1.41 -1.11
H 28.592000 31.118000 14.725000 0.49 -0.26 -0.03
H 29.172000 31.637000 13.047000 -2.77 -0.80 1.65
H 26.108000 32.062000 14.286000 1.24 -0.58 -0.57
H 28.577000 33.818000 15.116000 -1.31 -0.90 -0.34
H 27.676000 32.541000 16.097000 -0.23 0.93 -1.09
H 26.669000 33.924000 15.274000 2.26 -0.95 0.46
H 27.007000 32.755000 12.179000 -0.32 -5.92 -9.47
C 33.491000 35.568000 12.540000 -7.83 -11.77 3.64
C 34.076000 34.413000 13.445000 2.35 -1.00 -9.96
C 33.902000 33.081000 12.590000 -2.89 2.28 -3.06
O 35.495000 34.471000 13.589000 -0.13 0.75 4.49
H 33.980000 35.957000 11.899000 6.62 3.63 -9.14
H 33.403000 36.252000 13.126000 -1.24 8.46 7.28
H 32.307000 35.448000 12.224000 3.27 -0.41 0.44
H 33.481000 34.233000 14.174000 -3.06 -0.43 5.93
H 32.764000 32.803000 12.408000 2.19 0.27 0.95
H 34.503000 32.341000 12.997000 0.79 -1.77 0.73
H 34.198000 33.273000 11.481000 0.00 -0.22 1.97
H 35.632000 34.481000 14.621000 0.04 0.10 -3.11
C 22.353000 36.077000 7.114000 -5.38 -7.02 -2.50
C 22.319000 34.572000 6.829000 5.00 9.37 3.07
C 23.507000 33.815000 7.151000 1.57 2.80 1.01
O 23.580000 32.636000 7.210000 -0.02 -2.57 -0.20
C 24.690000 34.694000 7.577000 -1.06 5.12 -1.00
C 24.594000 36.136000 7.652000 3.52 -5.25 2.20
C 23.437000 36.918000 7.586000 -1.49 -3.71 -2.33
O 23.315000 38.082000 7.543000 0.11 4.32 0.82
H 21.312000 36.484000 6.820000 1.98 -0.01 0.80
H 21.496000 34.135000 6.571000 -4.84 -2.39 -1.72
H 25.712000 34.372000 7.607000 0.18 -0.82 0.32
H 25.455000 36.617000 8.088000 0.57 0.17 -0.41
C 22.081000 35.468000 13.284000 4.28 4.18 6.76
C 22.749000 36.194000 14.500000 3.63 -7.33 -10.11
C 24.324000 36.037000 14.648000 -1.57 2.44 0.36
O 24.975000 36.690000 15.495000 -1.63 -2.18 -2.09
C 24.937000 35.279000 13.529000 -0.79 -0.63 -4.78
C 24.282000 34.773000 12.296000 -1.36 4.51 9.38
C 22.795000 34.779000 12.262000 -0.07 -3.43 -2.49
O 22.193000 34.019000 11.436000 1.41 2.39 2.05
H 21.061000 35.411000 13.359000 -2.41 0.02 -0.36
H 22.181000 36.626000 15.124000 -4.00 3.19 4.83
H 26.022000 35.451000 13.453000 -0.47 -0.77 0.29
H 24.801000 34.303000 11.622000 2.87 -2.23 -3.88